[1]
C18H51N3O10Ti as an isolated structure at a distorted geometry. Source: OMol25; level of theory: wB97M-V/def2-TZVPD.

Last column: Löwdin charge in e.
Positions of all 83 atoms, in Å:
Ti -1.8423 -1.8227 -3.9770  1.406
O -0.8909 -1.8829 -2.4942  -0.150
H -0.5940 -1.5229 -1.6573  0.060
O -2.7390 -0.6278 -5.0167  -0.174
H -3.3764 -0.3246 -4.3365  0.044
C -1.0328 2.7339 -3.4219  -0.081
O -0.9160 2.9067 -1.9953  -0.189
C 0.2006 2.1927 -1.4722  -0.253
C 1.5389 2.7906 -1.7179  -0.226
N 2.5782 2.1225 -0.9496  -0.045
C 3.1324 0.9350 -1.6343  -0.212
C 4.4800 0.6835 -1.0618  -0.243
O 5.3020 1.8047 -1.3724  -0.196
C 6.6350 1.7248 -0.8255  -0.070
H -1.8621 3.3808 -3.7171  0.097
H -1.3458 1.6924 -3.6217  0.051
H -0.0952 2.9787 -3.9638  0.098
H 0.2412 1.1709 -1.8834  0.097
H -0.0650 2.1175 -0.4117  0.127
H 1.4800 3.8321 -1.3617  0.142
H 1.8274 2.8291 -2.7944  0.121
H 3.3150 2.8073 -0.8931  0.103
H 3.0721 1.1667 -2.6994  0.115
H 2.4808 0.0742 -1.4270  0.091
H 4.8522 -0.2784 -1.4443  0.122
H 4.3956 0.5835 0.0477  0.135
H 6.6230 1.7186 0.2579  0.085
H 7.1308 2.6196 -1.2084  0.095
H 7.1725 0.8442 -1.1813  0.087
C -4.9278 0.8650 -2.0142  -0.094
O -4.0632 -0.0788 -1.4346  -0.222
C -3.1012 0.4247 -0.5531  -0.238
C -2.8528 -0.4111 0.6253  -0.237
N -3.9339 -0.4150 1.5591  -0.058
C -3.7340 -0.9626 2.8790  -0.186
C -3.0577 0.0262 3.8185  -0.215
O -3.0006 -0.5569 5.1224  -0.198
C -2.0312 0.1177 5.9657  -0.075
H -5.9097 0.3793 -2.1963  0.108
H -4.5655 1.4261 -2.8882  0.091
H -5.1254 1.6321 -1.2603  0.100
H -3.5487 1.3130 -0.1178  0.133
H -2.2087 0.7074 -1.1337  0.112
H -1.8841 -0.0809 1.0654  0.126
H -2.5866 -1.4744 0.3996  0.116
H -4.8019 -0.7099 1.1457  0.118
H -3.1772 -1.9417 2.8695  0.134
H -4.7277 -1.1923 3.2226  0.123
H -3.6231 0.9639 3.8664  0.133
H -2.0135 0.2440 3.6156  0.089
H -2.3583 1.1355 6.2636  0.098
H -1.0444 0.1567 5.4496  0.072
H -1.9049 -0.4672 6.8756  0.088
C 3.8965 -3.0093 0.3427  -0.077
O 2.9941 -2.3671 -0.5538  -0.216
C 1.6799 -2.9239 -0.5559  -0.225
C 0.9635 -2.6103 0.7383  -0.220
N 0.8971 -1.1329 0.8800  -0.033
C 0.6909 -0.8503 2.3367  -0.214
C 0.9672 0.5515 2.6667  -0.274
O 0.8747 0.6894 4.0495  -0.202
C 1.1915 1.9977 4.4642  -0.094
H 3.7885 -2.6605 1.3967  0.102
H 4.8969 -2.7929 -0.0232  0.091
H 3.7708 -4.1046 0.2973  0.100
H 1.6667 -4.0076 -0.6166  0.123
H 1.1492 -2.5195 -1.4123  0.081
H 1.3687 -3.1092 1.6356  0.124
H -0.0966 -2.9327 0.6366  0.117
H 1.8473 -0.7537 0.7261  0.093
H 1.4781 -1.4245 2.8344  0.125
H -0.2558 -1.2118 2.7423  0.121
H 0.3004 1.3043 2.1892  0.133
H 1.9928 0.6905 2.3060  0.127
H 0.4173 2.7226 4.1990  0.091
H 2.1469 2.3276 4.0241  0.097
H 1.2531 1.9200 5.5596  0.102
O -0.2440 -2.1499 -5.2999  0.011
H 0.6854 -1.9859 -5.1533  0.129
H -0.3132 -2.1704 -6.2624  0.139
O -3.4997 -2.5732 -3.2102  -0.009
H -4.3966 -2.4593 -3.5704  0.156
H -3.6277 -2.8055 -2.2780  0.145

The charge is +2. The value obtained for the largest force on an atom is 0.058 Eh/bohr.

***

[2]
A 6-piece molecular cluster, C18H51N3O6 overall at a distorted geometry. Source: OMol25; level of theory: wB97M-V/def2-TZVPD.

Last column: Löwdin charge in e.
Positions of all 78 atoms, in Å:
C -1.0602 0.5954 0.8488  -0.071
C -0.4559 -0.7517 0.5341  -0.323
O 0.4028 -0.7969 -0.6070  -0.101
H -1.5848 1.1754 0.0892  0.063
H -0.2576 1.2237 1.2424  0.061
H -1.8137 0.3870 1.6156  0.058
H -1.1864 -1.5507 0.3500  0.095
H 0.0696 -1.1484 1.4035  0.104
H -0.1041 -1.0375 -1.3910  0.032
C -3.1325 -1.2750 -3.3333  -0.085
C -2.3306 -2.5347 -3.0163  -0.288
O -0.9718 -2.0872 -2.8878  -0.096
H -2.8079 -0.4380 -2.7164  0.068
H -4.1779 -1.4971 -3.0874  0.074
H -3.0764 -0.9556 -4.3726  0.071
H -2.4390 -3.2514 -3.8350  0.111
H -2.7342 -3.0336 -2.1345  0.096
H -0.4066 -2.4709 -3.5614  0.092
C -1.3560 -0.4852 5.1568  -0.090
C -2.3953 -1.0492 4.2039  -0.305
O -1.7068 -1.9450 3.3037  -0.099
H -0.5938 0.0355 4.5745  0.071
H -0.8628 -1.2478 5.7570  0.073
H -1.7715 0.2196 5.8863  0.073
H -3.0161 -0.3345 3.6585  0.101
H -3.1216 -1.6215 4.7982  0.107
H -2.1101 -2.8054 3.4500  0.076
C -0.9452 -4.5980 0.3133  -0.055
C -1.1968 -6.0667 0.6105  -0.418
C -0.2284 -6.9572 -0.1678  -0.219
O 1.0585 -6.8336 0.3881  -0.205
C 2.1175 -7.3672 -0.3665  -0.107
N -1.0970 -6.2690 2.0756  0.032
H 0.1090 -4.3475 0.2270  0.090
H -1.4536 -3.9559 1.0331  0.066
H -1.4486 -4.3850 -0.6357  0.064
H -2.2234 -6.3738 0.4065  0.130
H -0.1414 -6.7688 -1.2473  0.121
H -0.5689 -8.0044 -0.0649  0.124
H 2.1765 -8.4393 -0.1233  0.089
H 3.0515 -6.9208 -0.0313  0.087
H 1.9999 -7.2538 -1.4481  0.084
H -0.9776 -7.2579 2.2731  0.067
H -0.2742 -5.7903 2.4256  0.069
C 1.7262 5.7632 2.1338  -0.070
C 2.6195 4.5980 2.4389  -0.463
C 2.6199 3.5411 1.3527  -0.211
O 3.3037 2.3617 1.7255  -0.195
C 3.2638 1.3458 0.7667  -0.108
N 3.9721 5.0374 2.7498  0.041
H 1.7234 6.4697 2.9638  0.076
H 0.6936 5.4285 2.0036  0.079
H 2.0227 6.2622 1.2084  0.081
H 2.1870 4.0859 3.3147  0.138
H 3.0211 3.8601 0.3819  0.125
H 1.5764 3.2405 1.1724  0.120
H 3.7338 1.6599 -0.1773  0.092
H 2.2485 0.9507 0.6643  0.076
H 3.9393 0.5496 1.0921  0.089
H 4.5609 4.2407 2.9600  0.068
H 4.0522 5.6983 3.5077  0.066
C -1.9098 3.9874 -4.1148  -0.070
C -0.6729 3.6545 -3.2974  -0.460
C -0.2656 4.7616 -2.3203  -0.213
O 1.0704 4.5875 -1.9204  -0.201
C 2.0296 5.2718 -2.6958  -0.104
N -0.8125 2.3786 -2.6137  0.054
H -1.7577 4.8848 -4.7161  0.075
H -2.7250 4.0708 -3.3920  0.082
H -2.1288 3.1954 -4.8322  0.072
H 0.1639 3.6040 -4.0160  0.130
H -0.8593 4.8004 -1.4024  0.131
H -0.5022 5.7182 -2.8059  0.120
H 1.6912 6.2967 -2.8737  0.089
H 2.2690 4.7319 -3.6193  0.084
H 2.9652 5.3165 -2.1342  0.083
H -0.1607 2.2917 -1.8423  0.064
H -0.6156 1.6248 -3.2605  0.073

The charge is 0. The structure (SMILES) is COC[C@H](C)N.COC[C@H](C)N.COC[C@H](C)N.CCO.CCO.CCO. Its energy above the lowest of the compared OMol25 structures with the same formula, charge and spin is 11.4 kcal per mole. The value obtained for the largest force on an atom is 0.035 Eh/bohr.

***

[3]
A 9-piece molecular cluster, C18H52ClN4O9S9 overall at a distorted geometry. Source: OMol25; level of theory: wB97M-V/def2-TZVPD.

Last column: Löwdin charge in e.
Positions of all 93 atoms, in Å:
O 2.1583 -3.3449 -5.4880  -0.022
N 1.5031 -3.1572 -4.3015  -0.461
S -0.0696 -3.8983 -4.1594  0.873
C 2.0188 -2.4920 -3.2688  -0.296
N 1.3641 -2.2886 -2.0018  0.154
C 2.4106 -1.5537 -1.3174  -0.552
Cl 2.4694 -0.9162 0.3563  0.703
N 3.5455 -1.3468 -2.1796  0.021
N 3.3259 -1.9217 -3.3976  0.112
H 1.9772 -4.3058 -5.6864  0.059
H -1.0499 -2.9507 -3.8930  -0.080
H 4.4033 -0.8568 -1.9097  0.173
H 3.9708 -1.9311 -4.1917  0.184
C -2.4028 -8.1074 -2.7772  -0.262
S -2.0260 -6.8900 -4.0555  0.753
O -3.0486 -5.8048 -3.9584  -0.556
C -2.4801 -7.9403 -5.4516  -0.261
H -2.2260 -7.6501 -1.8032  0.053
H -3.4480 -8.4128 -2.8497  0.062
H -1.7489 -8.9733 -2.8940  0.053
H -3.5204 -8.2560 -5.3570  0.061
H -1.8237 -8.8117 -5.4811  0.052
H -2.3582 -7.3649 -6.3697  0.052
C -0.5197 1.6456 -5.4719  -0.257
S -1.6458 0.2376 -5.3940  0.812
O -1.3939 -0.4686 -4.0976  -0.586
C -0.8390 -0.7185 -6.6955  -0.265
H -0.8135 2.3653 -4.7077  0.027
H 0.5039 1.3148 -5.2845  0.054
H -0.5899 2.1144 -6.4543  0.065
H 0.2047 -0.9012 -6.4315  0.046
H -0.8983 -0.1729 -7.6385  0.058
H -1.3594 -1.6716 -6.7963  0.050
C -0.2591 0.2798 4.0326  -0.299
S -1.3690 -1.1421 4.0940  0.808
O -1.1222 -1.8481 5.3863  -0.553
C -0.5358 -2.0824 2.7966  -0.288
H -0.5685 0.9923 4.7956  0.023
H 0.7663 -0.0380 4.2290  0.051
H -0.3246 0.7520 3.0511  0.055
H 0.5071 -2.2526 3.0713  0.048
H -0.5921 -1.5333 1.8547  0.038
H -1.0419 -3.0418 2.6857  0.048
C 3.4631 -7.5616 -7.6837  -0.254
S 2.1207 -7.5806 -6.4787  0.852
O 1.9231 -6.1739 -6.0065  -0.586
C 3.0331 -8.4570 -5.1925  -0.255
H 3.1246 -7.0210 -8.5682  0.056
H 4.3350 -7.0583 -7.2627  0.061
H 3.7173 -8.5855 -7.9615  0.061
H 3.9317 -7.8978 -4.9264  0.061
H 3.3015 -9.4520 -5.5505  0.061
H 2.3910 -8.5493 -4.3161  0.053
C 3.2848 2.7952 6.1485  -0.258
S 1.5227 2.4609 5.9389  0.805
O 1.1378 2.9270 4.5670  -0.569
C 0.9538 3.7054 7.1113  -0.261
H 3.8426 2.1460 5.4718  0.046
H 3.4974 3.8379 5.9078  0.036
H 3.5764 2.5801 7.1774  0.058
H 1.3118 4.6908 6.8092  0.026
H 1.3212 3.4615 8.1092  0.069
H -0.1369 3.7030 7.1185  0.016
C 3.2907 8.8297 5.7196  -0.271
S 2.1816 7.4071 5.7911  0.816
O 2.4353 6.7071 7.0862  -0.555
C 3.0069 6.4602 4.4942  -0.269
H 2.9829 9.5451 6.4828  0.051
H 4.3169 8.5126 5.9131  0.058
H 3.2206 9.2977 4.7362  0.052
H 4.0512 6.2909 4.7641  0.058
H 2.9458 7.0045 3.5503  0.053
H 2.4981 5.4999 4.3914  0.030
C -3.7316 5.8132 8.1657  -0.268
S -2.5609 4.8446 9.1400  0.844
O -1.3034 4.7256 8.3395  -0.566
C -3.4453 3.2779 8.9924  -0.265
H -3.3560 6.8342 8.0917  0.051
H -3.8255 5.3880 7.1649  0.058
H -4.7024 5.8205 8.6641  0.053
H -3.5571 3.0109 7.9401  0.058
H -4.4253 3.3666 9.4641  0.054
H -2.8675 2.5066 9.5024  0.052
C -2.9812 3.4746 -2.6110  -0.264
S -3.8064 3.4750 -4.2172  0.788
O -2.9720 4.2926 -5.1493  -0.558
C -5.2052 4.4945 -3.7057  -0.266
H -2.0477 2.9183 -2.7028  0.035
H -2.7639 4.4989 -2.3032  0.061
H -3.6204 2.9875 -1.8728  0.057
H -4.8482 5.4546 -3.3294  0.060
H -5.7719 3.9742 -2.9318  0.055
H -5.8455 4.6605 -4.5724  0.052

The charge is +1. The value obtained for the largest force on an atom is 0.118 Eh/bohr.

***

E_tot / eV: -67533.646; -36245.451; -153920.442
HOMO / eV: -13.046; -8.762; -9.845